The following is a DFT calculation (ωB97M-V with the def2-TZVPD basis set) of 9 unconnected molecules or ions with the total composition C18H54O9 at a distorted geometry.

XYZ file:
```
81
C18H54O9 (ωB97M-V with the def2-TZVPD basis set)
O 18.94295 -2.07531 -8.27496
O 19.09275 -5.37609 -18.16367
O 24.98670 -3.34054 -14.55984
O 16.86610 -8.86467 -15.39860
O 21.92563 -5.29851 -18.35418
O 22.50540 -7.96058 -9.76702
O 23.55383 -0.82288 -10.02821
O 22.82839 -4.94805 -15.43525
O 24.35214 -10.82005 -14.37829
C 18.58903 -3.29832 -8.75417
C 19.02636 -9.17234 -16.29401
C 20.73601 -7.06923 -10.98064
C 23.22045 -8.89263 -15.49777
C 22.11331 -6.82870 -10.46758
C 26.93127 -2.98801 -15.85875
C 19.14653 -3.43541 -10.19497
C 18.46775 -6.14465 -20.33386
C 24.05894 -6.09391 -19.01710
C 21.52917 -5.18441 -14.87799
C 18.31223 -5.03769 -19.30920
C 21.64893 -4.84933 -13.40245
C 17.61893 -8.67426 -16.63493
C 23.95390 -9.44977 -14.20623
C 22.61742 -6.42380 -18.96205
C 25.43247 -3.26694 -15.91049
C 23.69172 -2.93847 -8.98356
C 22.76468 -2.01073 -9.83166
H 19.11382 -10.19850 -15.93701
H 20.91624 -4.50933 -15.47521
H 24.21058 -1.03799 -10.69454
H 20.20905 -6.22225 -11.42000
H 24.21924 -3.90832 -14.66104
H 20.14355 -7.31445 -10.09918
H 17.05475 -9.08837 -17.47058
H 22.12141 -3.89454 -13.17171
H 22.19664 -5.99438 -9.77112
H 22.40938 -7.29450 -18.34019
H 24.84495 -2.48341 -16.38903
H 27.47294 -3.68520 -15.21951
H 23.36072 -7.78476 -9.36814
H 21.14926 -6.18825 -15.06786
H 22.09631 -6.55984 -19.90970
H 19.47197 -8.56592 -15.50548
H 24.99386 -10.81345 -15.09226
H 15.92632 -8.87927 -15.59408
H 25.24760 -4.23189 -16.38251
H 20.99579 -5.52533 -18.27961
H 22.46447 -9.63902 -15.74167
H 24.13379 -2.46770 -8.10547
H 22.43546 -2.42031 -10.78663
H 19.51626 -6.23169 -20.61874
H 18.56178 -2.11608 -7.39482
H 19.49481 -4.46378 -10.29111
H 17.89042 -6.01220 -21.24887
H 17.50840 -3.42760 -8.81447
H 27.20569 -2.07550 -15.32949
H 18.26119 -7.11570 -19.88387
H 22.75498 -6.56892 -11.30953
H 19.76346 -8.81613 -17.01365
H 21.83759 -1.91141 -9.26710
H 20.70665 -7.82321 -11.76725
H 23.14729 -3.83817 -8.69677
H 18.92400 -4.06896 -8.05990
H 27.49749 -2.94179 -16.78900
H 24.67802 -8.72649 -13.83124
H 24.57590 -5.97554 -18.06482
H 18.56451 -4.09614 -19.79699
H 18.32015 -3.18748 -10.86110
H 24.51780 -6.90028 -19.58922
H 17.73589 -7.63522 -16.94286
H 23.76546 -8.82477 -16.43929
H 22.62764 -7.98495 -15.38466
H 24.60464 -3.16265 -9.53530
H 18.89647 -4.73692 -17.47481
H 17.25477 -4.95164 -19.05928
H 20.01165 -2.78246 -10.31041
H 23.25704 -9.35190 -13.37383
H 22.80454 -5.11175 -16.38090
H 22.17536 -5.65936 -12.89766
H 20.62378 -4.74120 -13.04824
H 24.29556 -5.22439 -19.63033
```

Output
Net charge: -1
Energy above the lowest of the compared OMol25 structures with the same formula, charge and spin (kJ/mol): 255.5
Multiplicity: 2
E_HOMO (spin up / spin down) (eV): 0.54 / -7.45
Lowest unoccupied orbital energy (spin up / spin down) (eV): 2.32 / 2.29
Calculated total energy (Eh): -1395.1686
Gap between HOMO and LUMO (spin up / spin down) (hartree): 0.066 / 0.358
<S²>: 0.750